Entry 1:
{"formula": "C7H11NSi", "method": "ωB97M-V/def2-TZVPD", "relative_energy_ev": 3.3751, "homo_lumo_gap_ha": 0.338, "energy_ev": -16801.5992, "lumo_energy_ev": 0.07, "elements": ["C", "C", "C", "C", "C", "C", "C", "N", "Si", "H", "H", "H", "H", "H", "H", "H", "H", "H", "H", "H"], "positions_angstrom": [[-1.519, 1.051, 1.156], [-2.310, 0.825, -0.053], [-0.215, 0.788, 1.252], [-2.162, -0.288, -0.784], [-0.794, -1.855, 0.476], [0.848, 0.228, -1.711], [2.110, -1.136, 0.754], [-1.520, -1.315, -0.258], [1.269, 0.451, 0.136], [-2.147, 1.512, 1.861], [-2.878, 1.730, -0.372], [0.155, 1.121, 2.128], [-2.605, -0.512, -1.755], [-0.162, 0.013, -1.800], [1.031, 0.979, -2.402], [1.466, -0.541, -2.161], [1.733, -2.126, 0.564], [3.186, -1.130, 0.559], [2.219, -1.189, 1.810], [2.297, 1.394, 0.597]], "forces_ev_per_a": [[-0.089, -0.671, -1.685], [0.494, 0.884, -0.999], [-0.949, 0.335, -2.186], [-2.549, 1.869, -1.328], [0.112, -1.181, 0.267], [1.909, -0.382, 1.287], [0.786, 0.017, -0.066], [1.464, -1.834, 0.944], [-0.166, -1.838, -0.097], [-0.074, 0.561, 1.698], [0.227, -1.145, -0.146], [1.412, 0.903, 3.276], [-0.200, 0.492, 0.280], [-1.670, -0.684, -0.247], [0.305, 2.250, -0.861], [-0.068, -0.744, 0.390], [-0.331, -0.143, -0.747], [0.049, 0.118, -0.883], [-0.562, 0.542, 1.465], [-0.101, 0.651, -0.362]], "lowdin_charge": [-0.162, -0.068, -0.185, -0.213, 0.108, -0.172, -0.261, -0.045, 0.628, 0.087, 0.127, 0.016, 0.125, -0.037, -0.002, 0.039, -0.007, 0.022, 0.010, -0.010]}

---

Entry 2:
{"formula": "C4H8O3S", "method": "ωB97M-V/def2-TZVPD", "smiles": "O[C@@H]1[C@@H](O)[C@@H](S)[C@H]1O", "relative_energy_ev": 2.9517, "homo_lumo_gap_ha": 0.362, "energy_ev": -21252.7664, "lumo_energy_ev": 0.64, "elements": ["O", "C", "C", "O", "C", "S", "C", "O", "H", "H", "H", "H", "H", "H", "H", "H"], "positions_angstrom": [[-1.915, -1.141, -0.208], [-1.191, -0.021, -0.056], [-0.073, 0.102, -1.087], [0.352, 1.434, -1.033], [0.721, -0.852, -0.176], [2.532, -0.666, -0.042], [-0.153, -0.229, 0.980], [0.347, 0.964, 1.447], [-2.574, -1.006, 0.597], [-1.789, 0.971, 0.232], [-0.310, -0.270, -2.154], [1.355, 1.414, -1.172], [0.546, -1.923, -0.618], [2.226, 0.486, 0.791], [-0.496, -0.810, 1.896], [0.422, 1.546, 0.605]], "forces_ev_per_a": [[-4.178, -0.862, 2.233], [-0.454, 4.039, 0.455], [-1.207, -1.042, -2.098], [2.446, 0.513, -1.049], [1.063, -1.718, -1.045], [-1.258, 2.026, 1.147], [0.121, -2.040, 2.247], [0.924, 1.643, -0.762], [1.626, -1.309, -2.624], [0.805, -1.791, -1.180], [0.455, 0.719, 1.481], [-1.666, 0.083, 0.013], [-0.086, 1.884, 1.592], [1.017, -1.598, -0.929], [0.652, 0.239, -1.215], [-0.260, -0.784, 1.733]], "lowdin_charge": [0.003, -0.413, -0.335, -0.056, -0.540, 0.732, -0.379, -0.072, 0.185, 0.203, 0.180, 0.123, 0.146, -0.051, 0.178, 0.097]}

---

Entry 3:
{"formula": "C2H7OS2", "method": "ωB97M-V/def2-TZVPD", "relative_energy_ev": 1.9716, "homo_lumo_gap_ha": 0.203, "energy_ev": -25904.9230, "total_charge": -1, "lumo_energy_ev": 3.32, "elements": ["C", "O", "H", "H", "H", "C", "S", "S", "H", "H", "H", "H"], "positions_angstrom": [[0.407, 2.846, 1.912], [0.587, 2.989, 3.090], [-0.428, 3.364, 1.432], [0.436, -7.002, -1.652], [1.076, 2.177, 1.369], [-0.405, 0.948, -0.746], [-0.666, -0.608, -1.656], [0.187, -1.971, -0.341], [-0.868, 0.700, 0.207], [0.631, 1.252, -0.669], [-1.057, 1.673, -1.243], [0.100, -6.369, -1.704]], "forces_ev_per_a": [[0.234, -0.216, 0.611], [-0.018, 0.276, 0.597], [-0.093, -0.038, -0.529], [0.428, -0.844, 0.056], [-0.104, -0.041, -0.616], [-1.256, -0.757, -0.308], [0.462, -0.070, 0.015], [-0.074, 0.094, -0.156], [0.373, 0.404, 0.408], [0.145, 0.010, -0.023], [0.328, 0.325, -0.005], [-0.425, 0.858, -0.051]], "lowdin_charge": [-0.146, -0.024, 0.079, -0.003, 0.069, -0.613, 0.032, -0.391, -0.014, 0.000, 0.005, 0.006]}